(1)
Here is a single C29H25F3O3S molecule from the Open Molecules 2025 dataset. Energies are from wB97M-V/def2-TZVPD.

XYZ file:
```
61
Properties=species:S:1:pos:R:3:nbo_charge:R:1
C 1.295 5.380 3.455 -0.63
C 1.270 4.070 2.728 -0.02
C 2.014 2.965 3.177 -0.22
C 1.940 1.713 2.536 -0.20
C 1.103 1.491 1.380 0.05
C 0.939 0.119 0.758 -0.30
C 0.872 0.188 -0.774 -0.04
C -0.327 0.598 -1.356 -0.24
C -0.625 0.239 -2.667 -0.21
C 0.313 -0.487 -3.397 0.29
O -0.082 -1.187 -4.546 -0.51
C -0.365 -0.390 -5.678 0.30
C 0.379 -0.729 -6.801 -0.25
C 0.474 0.165 -7.850 -0.20
C -0.267 1.358 -7.804 -0.23
C -1.080 1.643 -6.712 -0.18
C -1.148 0.764 -5.644 -0.28
C 1.626 -0.624 -2.938 -0.24
C 1.902 -0.262 -1.613 -0.16
C -0.032 -1.072 1.256 -0.34
C -0.396 -1.573 2.668 -0.12
C -1.503 -1.030 3.381 -0.13
C -1.831 -1.486 4.643 -0.24
C -1.053 -2.426 5.318 0.01
C -1.484 -2.970 6.689 -0.63
C -0.085 -3.087 4.556 -0.22
C 0.236 -2.675 3.279 -0.17
S -0.141 -2.769 0.221 1.97
O 0.971 -2.759 -0.710 -0.91
O -0.373 -3.925 1.085 -0.89
C -1.695 -2.731 -0.910 0.77
F -1.268 -2.852 -2.176 -0.29
F -2.605 -3.686 -0.656 -0.30
F -2.298 -1.527 -0.749 -0.33
C 0.558 2.679 0.843 -0.22
C 0.565 3.914 1.540 -0.20
H 0.343 5.900 3.373 0.22
H 1.520 5.257 4.514 0.22
H 2.052 6.064 3.065 0.22
H 2.616 3.122 4.101 0.21
H 2.527 0.910 2.976 0.21
H 1.725 -0.562 1.099 0.24
H -1.105 1.079 -0.770 0.22
H -1.609 0.414 -3.116 0.21
H 0.930 -1.671 -6.774 0.23
H 1.086 -0.089 -8.716 0.22
H -0.185 2.059 -8.622 0.21
H -1.698 2.534 -6.710 0.21
H -1.787 0.987 -4.810 0.22
H 2.367 -1.094 -3.590 0.23
H 2.912 -0.439 -1.242 0.22
H -1.101 -0.802 0.792 0.24
H -2.153 -0.294 2.909 0.21
H -2.761 -1.152 5.134 0.21
H -0.839 -3.800 7.001 0.22
H -1.517 -2.226 7.505 0.22
H -2.497 -3.391 6.590 0.22
H 0.375 -4.010 4.950 0.21
H 0.960 -3.283 2.732 0.23
H 0.062 2.673 -0.108 0.22
H -0.025 4.773 1.184 0.21
```

Computed properties:
Energy relative to the best compared isomer or geometry (same formula, charge and spin): 0.0 kcal per mole
LUMO energy: 0.54 eV
Charge: 0
HOMO: -0.319 Ha
Multiplicity: 1

---

(2)
Here is a molecular structure, C29H25N4O7RuSe2Te2 from the Open Molecules 2025 dataset. Energies are from wB97M-V/def2-TZVPD.

XYZ file:
```
70
Properties=species:S:1:pos:R:3:nbo_charge:R:1
Ru -0.890 -1.011 -1.786 0.36
O -3.379 -0.675 1.970 -0.74
C -2.972 -0.869 0.813 0.77
O -1.778 -0.926 0.412 -0.74
C -4.004 -1.077 -0.281 0.10
C -5.374 -0.995 -0.074 -0.23
C -6.213 -1.213 -1.157 -0.20
C -5.662 -1.501 -2.397 -0.23
C -4.278 -1.553 -2.504 0.11
N -3.486 -1.344 -1.467 -0.43
C -3.552 -1.807 -3.820 0.74
O -4.247 -2.062 -4.813 -0.72
O -2.296 -1.705 -3.744 -0.73
H -5.735 -0.769 0.920 0.23
H -7.290 -1.155 -1.037 0.19
H -6.254 -1.683 -3.283 0.23
Se 0.293 -0.920 -3.698 0.33
Te 2.633 -1.519 -3.739 -0.35
Te 0.561 -4.961 -2.489 -0.24
Se -1.007 -3.519 -1.304 -0.25
C 3.641 1.014 4.358 -0.24
O 3.177 1.114 3.036 -0.51
C 3.914 0.488 2.060 0.24
C 5.144 -0.109 2.272 -0.29
C 5.804 -0.732 1.213 -0.24
C 5.225 -0.745 -0.042 -0.21
C 3.995 -0.138 -0.255 -0.24
C 3.323 0.477 0.787 0.21
N 2.105 1.133 0.625 -0.66
C 1.051 0.763 -0.238 0.66
N 0.465 1.873 -0.726 -0.58
C -0.735 2.040 -1.441 0.12
C -1.423 0.988 -2.026 -0.14
C -2.535 1.346 -2.806 -0.24
C -2.951 2.654 -2.954 -0.23
C -2.263 3.693 -2.327 -0.33
C -1.148 3.375 -1.581 0.24
O -0.359 4.314 -0.932 -0.53
C -0.607 5.663 -1.234 -0.24
N 0.677 -0.453 -0.474 -0.47
C 1.112 -1.423 0.484 0.18
C 1.801 -2.543 0.066 -0.22
C 2.178 -3.533 0.964 -0.24
C 1.836 -3.406 2.296 -0.23
C 1.144 -2.282 2.738 -0.27
C 0.801 -1.273 1.847 0.27
O 0.205 -0.115 2.228 -0.51
C -0.469 -0.085 3.464 -0.25
H 2.911 1.529 4.979 0.19
H 4.620 1.491 4.480 0.16
H 3.712 -0.031 4.676 0.18
H 5.589 -0.114 3.257 0.20
H 6.757 -1.214 1.388 0.20
H 5.710 -1.245 -0.870 0.21
H 3.534 -0.177 -1.235 0.25
H 1.762 1.562 1.472 0.42
H 0.975 2.721 -0.549 0.42
H -3.066 0.570 -3.337 0.22
H -3.816 2.881 -3.566 0.20
H -2.597 4.716 -2.432 0.20
H 0.180 6.240 -0.751 0.18
H -1.577 5.991 -0.847 0.17
H -0.580 5.842 -2.313 0.17
H 2.027 -2.645 -0.988 0.26
H 2.692 -4.412 0.598 0.21
H 2.089 -4.185 3.005 0.19
H 0.867 -2.203 3.780 0.20
H -0.898 0.912 3.547 0.19
H 0.214 -0.256 4.305 0.14
H -1.284 -0.812 3.475 0.22
```

Computed properties:
Energy relative to the best compared isomer or geometry (same formula, charge and spin): 30.2 kcal per mole
LUMO energy (alpha / beta): 3.71 / 3.68 eV
Charge: -2
HOMO (alpha / beta): -0.054 / -0.048 Ha
Multiplicity: 2

---

(3)
Here is a single C29H25N5O4S molecule from the Open Molecules 2025 dataset. Energies are from wB97M-V/def2-TZVPD.

XYZ file:
```
64
Properties=species:S:1:pos:R:3:nbo_charge:R:1
C 7.190 0.474 -2.634 -0.62
C 5.678 0.572 -2.514 -0.07
O 5.393 1.430 -1.420 -0.51
C 4.123 1.579 -1.005 0.43
C 3.947 2.363 0.144 -0.28
C 2.698 2.508 0.703 -0.15
C 1.610 1.896 0.103 -0.42
S 0.095 1.746 1.021 2.31
O -0.924 1.176 0.198 -0.92
O -0.201 2.907 1.795 -0.92
N 0.589 0.562 2.178 -0.85
C 1.471 -0.376 1.652 0.32
N 2.723 -0.294 2.007 -0.39
C 3.642 -1.031 1.341 0.08
C 5.001 -0.947 1.681 -0.18
C 5.932 -1.586 0.905 -0.21
C 5.542 -2.331 -0.218 -0.21
C 4.220 -2.443 -0.562 -0.22
C 3.243 -1.802 0.219 0.19
N 1.936 -1.940 -0.083 -0.43
C 1.045 -1.301 0.637 0.35
N -0.287 -1.527 0.343 -0.41
C -1.285 -1.357 1.272 0.07
C -2.581 -1.484 0.951 -0.31
C -2.993 -1.768 -0.408 0.26
N -4.203 -1.758 -0.816 -0.50
C -5.376 -1.471 -0.206 0.64
O -6.077 -2.301 0.340 -0.59
C -5.794 -0.041 -0.410 -0.08
C -4.835 0.963 -0.316 -0.19
C -5.191 2.294 -0.436 -0.23
C -6.513 2.630 -0.666 -0.20
C -7.468 1.634 -0.771 -0.21
C -7.135 0.292 -0.640 0.00
C -8.196 -0.756 -0.757 -0.63
C -1.910 -2.052 -1.318 -0.26
C -0.632 -1.927 -0.928 0.03
C 1.755 1.164 -1.058 -0.10
C 3.009 1.009 -1.623 -0.36
H 7.606 0.064 -1.718 0.21
H 7.453 -0.172 -3.467 0.22
H 7.616 1.460 -2.798 0.22
H 5.247 0.986 -3.435 0.18
H 5.246 -0.420 -2.330 0.18
H 4.818 2.815 0.590 0.23
H 2.548 3.082 1.603 0.24
H 1.011 1.054 2.957 0.42
H 5.280 -0.363 2.543 0.23
H 6.980 -1.518 1.154 0.22
H 6.298 -2.824 -0.812 0.22
H 3.899 -3.024 -1.413 0.23
H -0.964 -1.135 2.277 0.23
H -3.346 -1.364 1.702 0.24
H -3.798 0.713 -0.137 0.22
H -4.434 3.059 -0.351 0.21
H -6.802 3.666 -0.766 0.21
H -8.500 1.903 -0.954 0.21
H -9.140 -0.316 -1.070 0.20
H -8.334 -1.252 0.202 0.24
H -7.902 -1.522 -1.471 0.23
H -2.154 -2.340 -2.327 0.24
H 0.208 -2.114 -1.579 0.24
H 0.881 0.717 -1.506 0.24
H 3.109 0.427 -2.525 0.23
```

Computed properties:
LUMO energy: -1.00 eV
Charge: 0
HOMO: -0.294 Ha
Multiplicity: 1

---

(4)
Here is a molecular structure, C29H26AsIrN2O5S2 from the Open Molecules 2025 dataset. Energies are from wB97M-V/def2-TZVPD.

XYZ file:
```
66
Properties=species:S:1:pos:R:3:nbo_charge:R:1
Ir -0.388 -1.100 0.057 1.24
N -1.689 -2.238 1.707 -0.87
C -1.306 -3.603 1.891 0.13
C -1.913 -4.414 2.812 -0.21
C -1.526 -5.759 2.963 -0.19
C -0.537 -6.284 2.183 -0.18
C 0.116 -5.478 1.223 -0.11
C 1.146 -5.965 0.385 -0.11
C 1.737 -5.127 -0.513 -0.26
C 1.303 -3.788 -0.582 0.10
N 0.350 -3.312 0.177 -0.49
C -0.263 -4.125 1.080 0.22
H -2.632 -2.122 1.285 0.45
H -1.676 -1.735 2.588 0.40
H -2.711 -4.013 3.423 0.22
H -2.027 -6.373 3.699 0.22
H -0.239 -7.320 2.285 0.22
H 1.448 -7.001 0.470 0.22
H 2.524 -5.459 -1.174 0.23
H 1.753 -3.096 -1.283 0.24
S 0.831 -0.602 1.995 -0.07
C 2.005 0.689 1.746 -0.23
C 3.141 0.730 2.551 -0.21
C 4.073 1.739 2.384 -0.19
C 3.882 2.719 1.418 -0.22
C 2.752 2.686 0.614 -0.22
C 1.812 1.676 0.773 -0.28
As 0.199 1.536 -0.279 1.04
C 0.672 2.648 -1.802 -0.36
C 1.642 2.152 -2.670 -0.17
C 2.058 2.912 -3.752 -0.22
C 1.504 4.166 -3.978 -0.21
C 0.536 4.659 -3.116 -0.21
C 0.122 3.905 -2.027 -0.22
C -1.047 2.639 0.720 -0.25
C -0.751 3.095 1.999 -0.24
C -1.686 3.837 2.708 -0.20
C -2.915 4.134 2.142 -0.21
C -3.213 3.685 0.864 -0.22
C -2.287 2.933 0.159 -0.23
H 3.288 -0.035 3.302 0.22
H 4.954 1.761 3.011 0.22
H 4.612 3.508 1.292 0.22
H 2.603 3.448 -0.141 0.22
H 2.063 1.167 -2.502 0.24
H 2.812 2.522 -4.422 0.22
H 1.827 4.757 -4.824 0.22
H 0.105 5.638 -3.285 0.22
H -0.628 4.303 -1.354 0.23
H 0.210 2.876 2.449 0.22
H -1.450 4.184 3.706 0.21
H -3.642 4.714 2.696 0.22
H -4.173 3.911 0.418 0.22
H -2.535 2.562 -0.829 0.22
O -3.896 -1.407 0.457 -0.69
C -3.495 -0.459 -0.214 0.68
O -2.291 -0.108 -0.458 -0.80
H -4.242 0.217 -0.681 0.08
C -0.769 -0.191 -3.643 -0.90
S 0.026 -1.576 -2.863 2.39
O 1.022 -1.014 -1.909 -1.03
O 0.611 -2.387 -3.895 -0.96
O -1.017 -2.223 -2.049 -1.01
H -0.027 0.405 -4.168 0.24
H -1.271 0.391 -2.874 0.24
H -1.493 -0.593 -4.347 0.25
```

Computed properties:
Energy relative to the best compared isomer or geometry (same formula, charge and spin): 0.0 kcal per mole
LUMO energy (alpha / beta): -0.27 / -1.85 eV
Charge: 0
HOMO (alpha / beta): -0.252 / -0.313 Ha
Multiplicity: 5

---

(5)
Here is a molecular structure, C29H26BrN2O3PdS2 from the Open Molecules 2025 dataset. Energies are from wB97M-V/def2-TZVPD.

XYZ file:
```
64
Properties=species:S:1:pos:R:3:nbo_charge:R:1
Pd 0.645 0.294 1.487 0.63
Br 1.305 -0.712 3.900 0.15
C 3.149 -0.392 3.588 -0.05
C 4.013 -0.532 4.634 -0.26
C 5.392 -0.379 4.411 -0.22
C 5.848 -0.126 3.153 -0.18
C 4.959 0.018 2.060 -0.08
C 5.463 0.258 0.765 -0.23
C 4.597 0.407 -0.276 -0.19
C 3.208 0.360 -0.070 -0.28
C 2.644 0.146 1.174 -0.09
C 3.553 -0.076 2.263 -0.07
H 3.640 -0.771 5.619 0.22
H 6.080 -0.477 5.240 0.21
H 6.910 -0.029 2.961 0.20
H 6.536 0.316 0.624 0.20
H 4.974 0.579 -1.277 0.20
H 2.565 0.524 -0.919 0.23
C 0.205 -2.864 -4.015 -0.61
C -0.839 -1.788 -3.753 -0.21
N -0.304 -0.683 -2.971 -0.42
C 0.153 0.472 -3.724 -0.21
C -0.971 1.446 -4.047 -0.62
C -0.342 -0.739 -1.613 0.38
S 0.066 0.726 -0.777 -0.24
N -0.834 -1.851 -1.105 -0.69
C -0.561 -2.356 0.111 0.63
O 0.432 -2.139 0.806 -0.66
C -1.586 -3.351 0.599 -0.04
C -2.483 -3.971 -0.264 -0.21
C -3.399 -4.890 0.221 -0.22
C -3.437 -5.187 1.574 -0.22
C -2.548 -4.568 2.443 -0.22
C -1.620 -3.662 1.957 -0.20
H -0.207 -3.669 -4.625 0.20
H 0.543 -3.283 -3.068 0.23
H 1.069 -2.451 -4.537 0.20
H -1.687 -2.211 -3.215 0.23
H -1.210 -1.369 -4.691 0.18
H 0.612 0.090 -4.642 0.18
H 0.933 0.973 -3.153 0.23
H -1.777 0.953 -4.593 0.20
H -0.602 2.268 -4.661 0.21
H -1.382 1.861 -3.128 0.23
H -2.449 -3.720 -1.315 0.22
H -4.090 -5.374 -0.460 0.20
H -4.159 -5.899 1.954 0.20
H -2.576 -4.796 3.501 0.20
H -0.902 -3.181 2.608 0.23
O -4.896 6.146 -0.506 -0.69
C -3.601 5.844 -0.799 0.78
O -3.095 6.348 -1.768 -0.59
C -2.918 4.893 0.105 -0.26
C -1.659 4.410 -0.275 -0.16
C -0.975 3.519 0.523 -0.17
C -1.509 3.068 1.736 -0.14
S -0.657 1.973 2.794 -0.42
C -2.760 3.566 2.115 -0.25
C -3.451 4.455 1.321 -0.18
H -5.181 5.618 0.251 0.48
H -1.232 4.750 -1.207 0.23
H 0.000 3.166 0.213 0.21
H -3.188 3.236 3.052 0.22
H -4.407 4.812 1.691 0.18
```

Computed properties:
Energy relative to the best compared isomer or geometry (same formula, charge and spin): 39.0 kcal per mole
LUMO energy (alpha / beta): 2.22 / 2.20 eV
Charge: -1
HOMO (alpha / beta): -0.155 / -0.155 Ha
Multiplicity: 1

---

(6)
Here is a molecular structure, C29H26Cl3NOSSi2Sr from the Open Molecules 2025 dataset. Energies are from wB97M-V/def2-TZVPD.

XYZ file:
```
64
Properties=species:S:1:pos:R:3:nbo_charge:R:1
Sr 1.220 -0.272 -0.233 1.66
S -1.844 -3.533 1.962 0.32
C -2.742 -2.951 0.598 -0.25
C -4.051 -3.224 0.218 -0.22
C -4.547 -2.599 -0.913 -0.23
C -3.752 -1.713 -1.647 -0.22
C -2.450 -1.445 -1.273 -0.22
C -1.936 -2.077 -0.140 0.20
N -0.662 -1.899 0.358 -0.57
C -0.445 -2.569 1.448 0.17
C 0.791 -2.543 2.234 -0.13
C 0.839 -3.274 3.433 -0.23
C 1.974 -3.243 4.214 -0.26
C 3.058 -2.473 3.791 -0.22
C 2.985 -1.760 2.605 -0.26
C 1.860 -1.751 1.757 -0.41
H -4.668 -3.900 0.797 0.20
H -5.566 -2.791 -1.224 0.20
H -4.166 -1.218 -2.516 0.21
H -1.833 -0.739 -1.818 0.25
H -0.015 -3.860 3.762 0.19
H 2.016 -3.800 5.143 0.19
H 3.954 -2.432 4.405 0.19
H 3.853 -1.165 2.327 0.18
C -2.038 2.233 -2.290 -1.10
Si -0.328 2.403 -1.374 0.61
C 0.488 3.748 -2.505 -1.09
C -0.865 3.524 0.131 -0.40
C -1.676 4.638 -0.133 -0.23
C -2.130 5.490 0.862 -0.24
C -1.774 5.237 2.182 -0.28
C -0.970 4.143 2.465 -0.17
C -0.495 3.271 1.473 -0.40
Si 0.630 1.775 2.026 0.60
C -0.554 0.927 3.306 -1.09
C 1.834 2.654 3.267 -1.09
H -2.484 3.190 -2.594 0.19
H -2.761 1.721 -1.644 0.21
H -1.921 1.624 -3.195 0.20
H -0.168 4.609 -2.688 0.19
H 0.760 3.319 -3.475 0.20
H 1.408 4.121 -2.043 0.21
H -1.966 4.849 -1.160 0.18
H -2.757 6.342 0.614 0.18
H -2.122 5.887 2.981 0.18
H -0.703 3.958 3.503 0.17
H -0.917 1.614 4.082 0.19
H -0.031 0.102 3.804 0.21
H -1.430 0.502 2.804 0.21
H 1.319 3.209 4.064 0.18
H 2.492 3.354 2.743 0.20
H 2.467 1.899 3.745 0.21
Cl 3.330 -4.463 -6.782 -0.07
C 3.000 -3.516 -5.342 -0.08
C 2.050 -2.510 -5.384 -0.26
C 1.802 -1.771 -4.245 -0.11
Cl 0.598 -0.520 -4.293 0.00
C 2.470 -1.977 -3.005 0.35
O 2.236 -1.287 -1.961 -0.86
C 3.422 -3.033 -3.046 -0.11
Cl 4.289 -3.380 -1.580 -0.01
C 3.689 -3.785 -4.173 -0.26
H 1.505 -2.301 -6.294 0.22
H 4.427 -4.574 -4.135 0.22
```

Computed properties:
LUMO energy: 3.96 eV
Charge: -2
HOMO: -0.007 Ha
Multiplicity: 1